The following is a DFT calculation (ωB97M-V with the def2-TZVPD basis set) of a cluster of 8 separate species, C72H153F3N6O4 in total.

total energy: -3762.517415 Eh
net charge: +4
Kohn-Sham gap: 1.080 eV
molar mass: 1224.0 g/mol
HOMO level: -7.76 eV
2S+1: 1

XYZ file:
```
238
C72H153F3N6O4 | the OMol25 dataset | ωB97M-V with the def2-TZVPD basis set
C 1.194 -3.848 -0.009
C 0.584 -2.360 -0.097
O -0.154 -2.166 -1.078
O 1.183 -1.503 0.580
H 1.673 -4.038 0.952
H 1.979 -3.990 -0.752
H 0.439 -4.544 -0.375
C -9.807 -4.366 -7.474
C -9.370 -5.196 -6.310
C -8.759 -4.280 -5.124
C -7.362 -3.714 -5.440
N -6.603 -3.299 -4.169
C -6.119 -4.548 -3.360
C -4.665 -4.731 -3.815
C -4.253 -3.546 -4.660
C -5.334 -2.451 -4.406
C -7.494 -2.465 -3.127
C -8.159 -1.173 -3.667
C -8.779 -0.369 -2.538
H -8.893 -3.977 -7.924
H -10.492 -3.556 -7.223
H -10.354 -4.873 -8.268
H -8.697 -5.932 -6.750
H -10.230 -5.769 -5.965
H -8.693 -4.984 -4.295
H -9.492 -3.520 -4.851
H -7.389 -2.777 -5.996
H -6.564 -4.239 -5.965
H -6.237 -4.432 -2.282
H -6.679 -5.461 -3.561
H -3.963 -4.641 -2.986
H -4.477 -5.646 -4.376
H -3.337 -3.140 -4.229
H -4.107 -3.705 -5.728
H -4.891 -2.151 -3.456
H -5.458 -1.699 -5.185
H -6.915 -2.235 -2.233
H -8.266 -3.218 -2.964
H -8.839 -1.440 -4.477
H -7.365 -0.666 -4.214
H -9.623 -0.917 -2.120
H -8.968 0.600 -3.000
H -8.055 -0.204 -1.740
C -4.217 6.076 -8.403
C -5.143 6.331 -7.152
C -4.215 6.682 -5.989
C -5.034 6.801 -4.621
N -4.198 7.350 -3.440
C -5.030 7.408 -2.157
C -5.422 8.773 -1.967
C -4.430 9.692 -2.601
C -3.816 8.877 -3.711
C -2.914 6.417 -3.185
C -3.181 4.822 -2.908
C -1.929 4.373 -2.140
H -3.519 5.245 -8.304
H -3.653 6.949 -8.732
H -4.754 5.827 -9.318
H -5.720 5.566 -6.632
H -5.895 7.100 -7.325
H -3.670 7.610 -6.160
H -3.425 5.934 -5.925
H -5.268 5.831 -4.182
H -5.994 7.304 -4.743
H -4.406 7.036 -1.344
H -5.946 6.821 -2.091
H -5.642 9.032 -0.931
H -6.328 8.790 -2.573
H -3.755 10.088 -1.843
H -4.897 10.620 -2.932
H -2.735 9.007 -3.755
H -4.317 9.046 -4.664
H -2.371 6.712 -2.287
H -2.310 6.580 -4.078
H -3.407 4.281 -3.828
H -4.061 4.782 -2.266
H -1.835 4.689 -1.102
H -1.080 4.725 -2.726
H -1.883 3.290 -2.256
C -3.470 -1.074 3.345
C -2.688 -1.365 4.640
C -2.248 -0.188 5.417
C -3.339 0.752 5.948
N -2.791 1.917 6.874
C -1.729 2.685 6.069
C -1.770 4.126 6.600
C -3.071 4.247 7.307
C -3.920 3.024 7.202
C -2.264 1.235 8.230
C -3.144 0.118 8.956
C -2.712 -0.365 10.346
H -3.276 -0.058 3.002
H -4.461 -1.117 3.798
H -3.275 -1.876 2.633
H -1.737 -1.744 4.265
H -3.023 -2.264 5.158
H -1.581 0.345 4.740
H -1.717 -0.667 6.240
H -4.179 0.205 6.374
H -3.659 1.321 5.075
H -0.772 2.167 6.132
H -2.038 2.524 5.036
H -0.879 4.169 7.226
H -1.744 4.819 5.759
H -3.003 4.475 8.371
H -3.696 5.080 6.985
H -4.344 2.637 8.129
H -4.649 2.948 6.395
H -2.134 2.104 8.875
H -1.278 0.860 7.954
H -3.239 -0.684 8.223
H -4.102 0.592 9.169
H -1.729 -0.836 10.365
H -3.460 -0.985 10.840
H -2.569 0.596 10.839
C 5.765 -5.776 0.852
C 7.083 -5.170 1.219
C 6.893 -3.830 2.069
C 6.314 -3.868 3.439
N 6.096 -2.494 4.124
C 5.737 -2.703 5.674
C 4.236 -2.712 5.694
C 3.763 -1.906 4.428
C 4.914 -1.754 3.484
C 7.402 -1.585 4.043
C 8.596 -2.284 4.644
C 9.901 -1.526 4.500
H 5.656 -6.747 0.369
H 5.286 -5.076 0.167
H 5.050 -5.854 1.671
H 7.714 -4.871 0.383
H 7.666 -5.958 1.695
H 6.290 -3.118 1.507
H 7.876 -3.366 1.986
H 6.911 -4.482 4.113
H 5.320 -4.311 3.375
H 6.282 -1.904 6.178
H 6.143 -3.638 6.061
H 3.948 -2.084 6.537
H 3.953 -3.761 5.788
H 3.227 -1.005 4.728
H 2.877 -2.455 4.112
H 5.150 -0.712 3.266
H 4.724 -2.199 2.507
H 7.273 -0.648 4.585
H 7.623 -1.343 3.004
H 8.855 -3.276 4.275
H 8.376 -2.420 5.703
H 9.985 -1.480 3.414
H 10.738 -2.191 4.711
H 9.847 -0.494 4.847
C 3.334 4.090 2.787
C 3.715 4.493 4.247
C 4.882 5.442 4.287
C 5.117 5.919 5.717
N 6.268 6.940 5.834
C 5.893 8.192 4.900
C 6.066 9.465 5.734
C 5.754 8.950 7.160
C 6.435 7.568 7.260
C 7.643 6.398 5.465
C 8.071 5.104 6.318
C 9.627 5.007 6.540
H 3.541 4.969 2.176
H 2.297 3.788 2.641
H 3.999 3.322 2.392
H 4.020 3.661 4.882
H 2.795 4.925 4.641
H 4.628 6.243 3.593
H 5.779 5.022 3.831
H 5.328 5.044 6.331
H 4.272 6.474 6.127
H 6.260 8.012 3.890
H 4.839 8.023 4.677
H 7.102 9.767 5.578
H 5.294 10.166 5.417
H 6.172 9.540 7.976
H 4.707 9.027 7.454
H 7.504 7.510 7.465
H 5.921 6.918 7.969
H 8.386 7.167 5.674
H 7.673 6.116 4.412
H 7.699 4.182 5.872
H 7.511 5.143 7.252
H 9.851 4.531 7.495
H 10.066 5.996 6.667
H 10.137 4.750 5.612
C 0.257 0.311 -7.218
C 0.734 -0.183 -5.905
C 1.905 -1.154 -5.823
C 1.755 -2.259 -6.759
N 2.768 -3.372 -6.588
C 2.442 -4.622 -7.380
C 1.567 -5.551 -6.559
C 1.803 -5.195 -5.080
C 2.830 -3.983 -5.179
C 4.223 -2.802 -6.773
C 4.468 -2.125 -8.112
C 5.941 -1.869 -8.385
H -0.520 1.053 -7.031
H -0.098 -0.324 -8.030
H 1.011 0.767 -7.860
H -0.091 -0.702 -5.416
H 0.958 0.765 -5.416
H 2.083 -1.362 -4.768
H 2.759 -0.582 -6.187
H 1.791 -1.936 -7.799
H 0.788 -2.751 -6.647
H 3.297 -5.039 -7.912
H 1.821 -4.353 -8.235
H 1.763 -6.587 -6.833
H 0.510 -5.461 -6.808
H 2.059 -6.143 -4.608
H 0.866 -4.903 -4.605
H 3.825 -4.408 -5.045
H 2.671 -3.202 -4.436
H 4.955 -3.593 -6.610
H 4.544 -2.079 -6.024
H 4.074 -1.110 -8.059
H 4.086 -2.783 -8.893
H 6.372 -2.861 -8.526
H 6.417 -1.363 -7.546
H 6.096 -1.342 -9.326
C -3.796 -12.312 -1.294
O -2.503 -11.697 -1.283
O -3.720 -13.213 -2.411
C -3.968 -12.925 0.185
F -3.096 -13.917 0.412
F -3.836 -12.022 1.185
F -5.191 -13.439 0.292
C -2.421 -10.262 -1.112
C -0.887 -10.078 -1.290
H -0.584 -9.070 -1.574
H -0.296 -10.211 -0.384
H -0.473 -10.725 -2.063
H -2.584 -9.812 -0.133
H -3.083 -9.638 -1.712
H -4.469 -11.470 -1.452
```

Here are the Mulliken charges for atoms 1 to 8, given in e: -0.655, 0.509, -0.682, -0.700, 0.170, 0.066, 0.302, -1.194